Here is a gas-phase ion, C10H14N3O (charge +1) at a distorted geometry from the Open Molecules 2025 dataset. Energies are from ωB97M-V with the def2-TZVPD basis set.

Each line ends with the natural charge from an NBO analysis.
Geometry (Å):
C 3.54234 0.18403 -0.00909  -0.188
C 2.96546 -0.25643 -1.19675  -0.193
C 2.81073 0.52606 1.10380  -0.192
C 1.60008 -0.34138 -1.23841  -0.232
C 1.41259 0.40071 1.03260  -0.219
C 0.77222 -0.06703 -0.13233  0.098
C -1.10892 -1.60897 0.42090  0.816
C -2.51768 0.90769 -1.11983  -0.247
C -1.30587 0.10162 -1.38254  -0.258
C -1.93620 1.06742 1.10512  0.121
N -2.21147 1.70253 0.07588  -0.456
N -0.34971 -2.23137 1.35248  -0.853
N -0.59416 -0.30555 -0.18451  -0.464
O -2.19320 -1.96281 0.13996  -0.594
H 4.58305 0.32863 0.16198  0.227
H 3.78389 -0.33758 -1.96640  0.254
H 3.24769 0.93899 2.01651  0.233
H 1.00880 -0.81987 -2.06229  0.220
H 0.89943 0.65788 1.88389  0.203
H -2.79026 1.63997 -2.03324  0.255
H -3.43103 0.27147 -0.89929  0.253
H -1.57870 -0.75330 -1.83954  0.251
H -0.58216 0.71742 -1.90295  0.230
H -1.35321 1.61486 1.97710  0.245
H -2.57587 0.32498 1.37820  0.210
H -1.78345 2.56545 -0.18527  0.422
H 0.60852 -2.37237 1.60780  0.438
H -0.92291 -2.89301 1.89625  0.420

## Properties
- LUMO (eV) = -3.84
- E_HOMO (eV) = -12.5331
- energy relative to the best compared isomer or geometry (same formula, charge and spin) (kcal/mol) = 46.2
- total charge = +1